Molecular formula: C4H7FS
Method: DFT, ωB97M-V/def2-TZVPD

Atoms and positions in Å:
S -1.2314 -0.7291 -0.1572
F 1.4974 2.4592 2.0678
C 0.9151 1.0912 0.3311
C -1.1701 -2.0056 -1.3754
C 0.2678 0.2075 -0.4438
C 0.5123 1.5559 1.7470
H -0.1188 -1.9268 -1.7286
H 0.6966 0.0208 -1.4131
H -0.5158 2.0175 1.8005
H 1.8410 1.4874 0.0266
H -1.4336 -2.9900 -1.0023
H -1.7635 -1.8676 -2.2986
H 0.5030 0.6797 2.4459

Values from the calculation:
structure (SMILES): CS/C=C\CF
relative energy (zero: lowest compared OMol25 entry of this formula, charge and spin): 33.5 kcal per mole
orbital gap: 9.3 eV
LUMO level: 0.9 eV

Molecular formula: C19H23BN13O2Pd
Method: DFT, ωB97M-V/def2-TZVPD

Atoms and positions in Å:
Pd -0.2339 -0.2853 -0.1489
O 1.1324 -1.5675 0.8005
O 2.7517 -0.0498 0.4311
N -2.2764 -2.2560 -1.1077
N -1.8762 -1.5938 0.0013
N 0.3306 3.5862 1.5222
N -2.1132 -0.1667 -2.3676
N 1.0413 5.6216 0.7444
N 0.4466 -1.0963 -1.8810
N 4.6586 -1.4313 1.5891
N 0.3595 1.7755 0.0161
N -0.3582 -1.8768 -2.6221
N -0.5368 0.1502 1.8490
N 1.4173 2.0329 -2.0403
N 1.2786 3.8387 -0.6637
N -1.5605 0.5937 -1.3886
C 2.3372 -1.1075 0.8848
C -0.8501 0.8357 4.5061
C 1.7104 -2.3087 -3.2593
C 0.1119 2.3505 1.2160
C -2.6496 -2.0357 1.0175
C -3.5213 -3.0004 0.5542
C -2.9008 1.8956 -2.5850
C -0.4178 1.4314 2.2435
C -3.2568 -3.1054 -0.7985
C 1.7195 -1.3682 -2.2504
C 0.8833 4.3350 0.5124
C 0.3704 -2.6043 -3.4657
C -2.0393 1.8459 -1.5066
C -2.9182 0.6110 -3.0978
C 3.2809 -2.0303 1.6416
C 1.0330 2.5597 -0.8827
C -0.6745 -0.8081 2.7759
C -0.8459 -0.4938 4.1117
C -0.5970 1.8142 3.5555
B -1.8676 -1.7000 -2.4747
H -3.4454 2.7534 -2.9396
H -0.9940 1.1027 5.5449
H 5.3190 -2.0111 1.0666
H 5.0570 -1.2821 2.5186
H 4.5751 -0.5156 1.1149
H -3.7342 -3.6859 -1.5716
H 2.5453 -0.8244 -1.8309
H -2.6210 -1.6146 2.0014
H -0.6356 -1.8309 2.4407
H 2.9697 -2.1204 2.6800
H 3.2914 -3.0244 1.2002
H 1.2660 1.0676 -2.2725
H 1.4420 6.2149 0.0342
H -0.9761 -1.2966 4.8246
H -0.4960 2.8611 3.8062
H -3.4573 0.1893 -3.9311
H -0.1111 -3.2588 -4.1745
H 0.7543 6.0192 1.6245
H 1.8651 2.6408 -2.7088
H -4.2789 -3.5138 1.1205
H 2.5564 -2.6964 -3.7996
H -2.4773 -2.1934 -3.3641
H -1.7833 2.6279 -0.8168

Values from the calculation:
total charge: +3
relative energy (zero: lowest compared OMol25 entry of this formula, charge and spin): 9.5 kcal per mole
orbital gap: 6.5 eV
LUMO level: -11.1 eV

Molecular formula: C4H8N2O2S
Method: DFT, ωB97M-V/def2-TZVPD

Atoms and positions in Å:
S 0.0061 0.9965 -1.4095
O 2.3918 1.1673 0.7413
O 2.8726 -0.8829 -0.0867
N -0.2400 0.1413 0.9351
N 0.5019 -2.1840 -0.7908
C 2.2384 0.0838 0.2262
C -1.3849 1.7139 -0.4281
C 0.5884 0.1075 -0.0805
C -1.5314 0.7896 0.7703
H 1.5145 -2.0767 -0.7519
H -1.0706 2.7172 -0.1403
H -2.2953 0.0242 0.5922
H -1.7882 1.3428 1.6764
H 0.2461 -2.3587 -1.7543
H 0.2568 -2.9982 -0.2404
H -0.0330 -0.3501 1.7900
H -2.2733 1.7666 -1.0489

Values from the calculation:
relative energy (zero: lowest compared OMol25 entry of this formula, charge and spin): 20.4 kcal per mole
orbital gap: 9.5 eV
LUMO level: 0.4 eV

Molecular formula: C18H19N3O3S
Method: DFT, ωB97M-V/def2-TZVPD

Atoms and positions in Å:
S -6.2180 -1.9586 -0.1013
O 3.6058 -0.5580 -0.4513
O -2.5122 -0.2566 1.7185
O -2.5256 -1.5587 -1.6728
N -3.7713 -2.6005 0.5014
N -2.3908 -2.5001 0.3904
N -4.2271 -0.2960 0.2120
C -3.1482 0.2906 0.8407
C 4.5520 -1.2857 0.3102
C 0.4576 -2.3417 0.1848
C -2.8481 1.6558 0.3488
C 5.9554 0.7656 0.7476
C -2.6806 3.2606 -1.4290
C -0.4047 -1.5798 -0.5955
C -1.8516 -1.8579 -0.7093
C 2.3134 -0.9475 -0.4520
C -4.6451 -1.6078 0.2193
C -2.3150 2.5875 1.2349
C 0.1111 -0.5013 -1.3157
C 1.4454 -0.1823 -1.2388
C -1.9917 3.8566 0.7936
C -2.1774 4.1947 -0.5373
C 5.9137 -0.6233 0.1232
C 1.8038 -2.0369 0.2535
C -3.0209 1.9936 -0.9918
H 5.1783 1.3899 0.3152
H -1.5904 4.5817 1.4856
H -2.1693 2.3007 2.2654
H 2.4490 -2.6550 0.8574
H -1.9205 -2.3343 1.2764
H 6.6734 -1.2626 0.5760
H 4.5892 -2.3276 -0.0364
H -4.1551 -3.5331 0.3851
H -3.3803 1.2574 -1.6964
H 1.8523 0.6551 -1.7829
H 5.7956 0.7069 1.8221
H -2.8070 3.5200 -2.4694
H 0.0892 -3.2026 0.7225
H 4.2706 -1.2747 1.3720
H 6.9195 1.2335 0.5670
H -0.5593 0.0822 -1.9282
H -1.9214 5.1852 -0.8831
H -4.8606 0.3165 -0.2863
H 6.1169 -0.5516 -0.9461

Values from the calculation:
structure (SMILES): CCCOc1ccc(C(=O)NNC(=S)NC(=O)c2ccccc2)cc1
relative energy (zero: lowest compared OMol25 entry of this formula, charge and spin): 48.0 kcal per mole
orbital gap: 8.5 eV
LUMO level: 0.1 eV

Molecular formula: C4H8O
Method: DFT, ωB97M-V/def2-TZVPD

Atoms and positions in Å:
O 0.0164 -1.4086 -0.5592
C -0.6258 -0.6895 0.4774
C -1.6495 0.3624 0.1366
C 0.8279 -0.5686 0.2551
C 1.5170 0.5186 -0.5323
H 0.8941 1.3897 -0.7560
H -2.0825 0.7034 1.0798
H 1.8517 0.0756 -1.4774
H 1.4819 -1.1269 0.9339
H 2.4030 0.8744 -0.0104
H -1.2285 1.2305 -0.3764
H -0.9371 -1.3311 1.3062
H -2.4686 -0.0300 -0.4774

Values from the calculation:
structure (SMILES): C[C@@H]1O[C@@H]1C
relative energy (zero: lowest compared OMol25 entry of this formula, charge and spin): 26.3 kcal per mole
orbital gap: 11.2 eV
LUMO level: 1.2 eV

Molecular formula: C5H12BFO5P
Method: DFT, ωB97M-V/def2-TZVPD

Atoms and positions in Å:
P -2.2017 -1.2864 0.5142
F 2.5702 0.6574 -1.6304
O -0.2177 0.0122 -0.7745
O -2.0045 1.5252 -0.3565
O -2.6299 -2.6461 -0.4371
O -3.4721 -0.8830 1.5654
O -1.0617 -1.7719 1.4172
C 0.1444 0.9675 0.1962
C 2.4010 -1.2579 -0.1018
C -0.7197 2.1874 -0.2972
C 2.6279 0.2714 -0.2843
C 1.6568 1.1547 0.5466
B -1.6976 0.1230 -0.7348
H -0.7518 3.1183 0.3033
H -1.7929 -2.8624 -0.8625
H -2.1696 -0.1634 -1.7988
H 2.0650 -1.6513 -1.0925
H 1.7832 0.8237 1.6076
H 3.3196 -1.8225 0.1613
H -0.4796 2.3546 -1.3753
H 1.9738 2.2262 0.5470
H 1.5704 -1.4984 0.6004
H 3.6545 0.4936 0.1013
H -4.2486 -0.8192 0.9914
H -0.3196 0.7473 1.1937

Values from the calculation:
total charge: -1
relative energy (zero: lowest compared OMol25 entry of this formula, charge and spin): 0.0 kcal per mole
orbital gap: 8.0 eV
LUMO level: 3.5 eV

Molecular formula: C6H15BrNO
Method: DFT, ωB97M-V/def2-TZVPD

Atoms and positions in Å:
Br -2.5757 -0.7517 -0.1566
O -1.2997 1.4690 1.5477
N 0.7763 -1.1555 0.1444
C 0.3523 -2.3560 -0.5794
C -1.1985 0.4038 -0.6307
C 2.0285 -0.4262 -0.2618
C -1.8774 2.6696 -0.5364
C -0.9724 1.6015 0.2038
C 0.4198 -1.3465 1.5131
H -0.6345 -1.6964 1.5236
H 0.1395 1.9156 0.0392
H -0.7118 -2.5836 -0.4897
H 1.1695 -2.2470 1.9299
H -1.1000 0.5100 -1.6866
H 0.5556 -2.2805 -1.5846
H 2.6029 -1.0582 -0.9408
H 1.6489 0.5099 -0.6587
H 0.6962 -0.4668 2.1509
H 2.6085 -0.2177 0.6338
H 0.9642 -3.2201 -0.2275
H -1.6886 3.6878 -0.0803
H -1.6449 2.5400 -1.6415
H -2.9157 2.6113 -0.5604
H -1.2805 2.2317 2.1693

Values from the calculation:
total charge: +1
relative energy (zero: lowest compared OMol25 entry of this formula, charge and spin): 86.5 kcal per mole
orbital gap (alpha / beta): 7.4 / 6.9 eV
LUMO level (alpha / beta): -5.7 / -5.9 eV

Molecular formula: C4H12N3
Method: DFT, ωB97M-V/def2-TZVPD

Atoms and positions in Å:
N -0.3455 -1.7035 -0.6128
N 1.6173 -0.6244 0.6452
N 0.8208 1.5227 0.2076
C -0.3457 1.1308 -0.5654
C 1.5721 0.6844 0.8618
C -1.6898 -1.0122 -0.4505
C -1.5103 0.4212 0.1388
H -0.7287 2.0566 -0.9991
H 0.2377 -1.5256 -1.4422
H -0.4356 -2.7530 -0.5794
H -2.2307 -1.1232 -1.3927
H 0.0693 0.5329 -1.3729
H 2.4194 1.0129 1.4742
H 0.5194 -1.2187 0.2179
H -2.4577 0.9126 -0.0896
H 2.5371 -1.0158 0.3927
H 0.9807 2.5110 0.4182
H -1.4412 0.3546 1.2124
H -2.1370 -1.5008 0.4059

Values from the calculation:
total charge: +2
relative energy (zero: lowest compared OMol25 entry of this formula, charge and spin): 65.8 kcal per mole
orbital gap (alpha / beta): 11.5 / 7.1 eV
expectation value of S²: 0.761
LUMO level (alpha / beta): -9.2 / -13.2 eV
2S+1: 2